Formula: C11H14BN7OsS
Source: OMol25
Level of theory: ωB97M-V/def2-TZVPD

The geometry in XYZ format:
```
35
Properties=species:S:1:pos:R:3:mulliken_spin:R:1
H 2.50 -2.58 1.24 -0.01
N 0.70 -1.45 0.87 0.20
B -1.80 -0.81 0.87 -0.01
N -0.65 -1.74 1.16 -0.04
C -0.72 -2.94 1.74 0.07
Os 1.00 0.25 -0.27 2.50
H -1.68 -3.31 2.03 0.00
C 0.55 -3.46 1.85 0.02
H 0.78 -4.43 2.27 0.00
C 1.43 -2.53 1.32 -0.01
H -2.85 -1.15 1.33 0.00
C 2.83 2.44 -2.74 0.02
H 3.84 2.73 -3.12 0.00
H 2.48 2.98 -1.86 -0.01
H 2.18 2.46 -3.64 0.00
N -1.87 -0.76 -0.65 -0.03
N -1.42 0.63 1.30 -0.01
N -0.78 -0.35 -1.42 0.15
N -0.13 1.20 1.12 0.06
C -2.94 -1.05 -1.40 0.04
C -2.20 1.49 1.96 0.06
H -3.89 -1.37 -0.96 0.00
H -3.21 1.19 2.18 0.00
C -2.58 -0.88 -2.70 0.01
C -1.47 2.63 2.23 0.01
C -1.27 -0.45 -2.71 -0.01
C -0.20 2.46 1.70 -0.01
H -3.22 -1.10 -3.55 0.00
H -1.84 3.49 2.75 0.00
H -0.73 -0.25 -3.62 0.00
H 0.67 3.10 1.71 0.00
H 2.85 1.44 -2.23 0.00
S 3.09 0.46 0.30 0.72
C 4.69 0.76 0.39 -0.12
N 5.87 0.92 0.52 0.38
```

Properties
highest occupied orbital energy (alpha / beta)	-16.320 / -16.256	eV
calculated total energy	-36022.87098	eV
charge	+2
spin multiplicity	5
⟨S²⟩	6.05
strongest force on any atom	3.18	eV/Å
energy relative to the best compared isomer or geometry (same formula, charge and spin)	2.881	eV

=====

Formula: C11H14BN7SV
Source: OMol25
Level of theory: ωB97M-V/def2-TZVPD

The geometry in XYZ format:
```
35
Properties=species:S:1:pos:R:3:mulliken_spin:R:1
C -1.99 -2.57 -0.61 0.03
N -1.29 -1.41 -0.57 -0.06
N -0.12 -1.63 0.18 0.03
C -0.06 -2.97 0.43 0.01
C -1.23 -3.59 -0.02 0.00
B 1.11 -0.66 0.40 0.02
N 1.13 0.26 -0.89 -0.01
N 0.04 0.90 -1.50 -0.08
C 0.49 1.52 -2.65 0.03
C 1.81 1.15 -2.84 0.00
C 2.16 0.34 -1.77 0.02
V -1.84 0.53 -1.32 2.13
N 1.72 -0.04 1.88 -0.01
N 1.20 1.04 2.62 0.37
C 1.94 1.22 3.71 -0.04
C 3.01 0.30 3.74 0.34
C 2.84 -0.46 2.58 0.31
H 1.74 1.96 4.47 0.00
H 3.46 -1.25 2.21 0.01
H 3.78 0.23 4.49 0.00
H 2.04 -1.43 0.22 0.00
H 3.08 -0.17 -1.57 0.00
H 0.81 -3.42 0.87 0.00
H 2.44 1.48 -3.65 0.00
H -1.51 -4.62 0.06 0.00
H -0.14 2.12 -3.32 0.00
H -2.97 -2.66 -1.05 0.00
H -1.36 2.30 -1.34 0.01
C -2.36 2.36 -1.87 -0.02
H -2.18 2.85 -2.83 0.01
H -2.87 1.33 -2.06 -0.02
H -3.02 3.01 -1.30 0.01
S -2.49 0.99 0.90 -0.11
C -4.12 0.61 1.11 0.03
N -5.27 0.39 1.28 -0.05
```

Properties
highest occupied orbital energy (alpha / beta)	-15.257 / -15.326	eV
calculated total energy	-59242.86575	eV
charge	+2
spin multiplicity	4
⟨S²⟩	3.82
strongest force on any atom	9.83	eV/Å
energy relative to the best compared isomer or geometry (same formula, charge and spin)	5.081	eV

=====

Formula: C11H14BrCl2MoN5O6
Source: OMol25
Level of theory: ωB97M-V/def2-TZVPD

The geometry in XYZ format:
```
40
Properties=species:S:1:pos:R:3:lowdin_charge:R:1
Mo -0.34 -0.35 0.02 1.59
N -0.38 -0.25 2.25 0.02
N -1.15 -1.29 2.78 0.08
C -1.71 -2.22 1.98 -0.34
N -2.44 -3.16 2.52 0.26
N -1.42 -2.06 0.65 0.01
N -1.88 -3.03 -0.29 -0.38
O -1.56 -2.81 -1.43 0.04
O -2.60 -3.94 0.07 0.13
H 0.60 -0.36 2.50 0.07
H -0.73 0.63 2.60 0.15
H -1.27 -1.34 3.78 0.18
H -2.61 -3.19 3.51 0.16
H -2.84 -3.87 1.93 0.12
C 3.63 -1.81 0.67 0.03
C 2.41 -1.16 1.20 -0.54
O 2.32 -0.62 2.26 0.13
O 1.28 -1.24 0.40 -0.33
H 4.00 -2.52 1.40 0.12
H 4.40 -1.04 0.55 0.10
H 3.45 -2.31 -0.28 0.10
Br 3.21 1.40 -1.31 0.87
C 1.62 2.41 -1.30 -0.65
C 1.57 3.65 -1.93 -0.06
C 0.43 4.43 -1.82 0.01
C -0.66 3.99 -1.08 0.04
C -0.62 2.76 -0.47 -0.16
C 0.52 1.96 -0.60 -0.19
C -1.78 2.24 0.28 -0.46
O -2.66 2.85 0.77 0.23
O -1.74 0.83 0.34 -0.33
H 2.44 4.00 -2.48 0.12
H 0.40 5.39 -2.31 0.13
H -1.55 4.60 -0.98 0.15
H 0.74 1.14 0.13 0.04
Cl -1.78 0.09 -2.41 0.69
C -0.65 -0.81 -3.44 -0.83
Cl 0.82 -1.04 -2.46 0.63
H -0.41 -0.22 -4.31 0.06
H -1.08 -1.77 -3.68 0.04
```

Properties
highest occupied orbital energy (alpha / beta)	-15.534 / -15.534	eV
calculated total energy	-128294.43422	eV
charge	+2
spin multiplicity	1
strongest force on any atom	2.79	eV/Å
energy relative to the best compared isomer or geometry (same formula, charge and spin)	1.074	eV

=====

Formula: C11H14Cl2N3O4P
Source: OMol25
Level of theory: ωB97M-V/def2-TZVPD

The geometry in XYZ format:
```
35
Properties=species:S:1:pos:R:3:lowdin_charge:R:1
O 1.85 -4.61 -2.28 0.07
O 0.29 -1.02 1.83 -0.25
O 3.92 -3.99 -2.82 0.06
Cl -4.78 -0.30 0.89 0.51
Cl -2.82 4.05 -0.32 0.63
O -0.34 -0.42 -0.44 -0.09
C 3.45 -1.23 -2.12 0.06
C 1.15 -1.98 -1.68 0.11
C 3.14 0.07 -1.57 0.00
C 0.86 -0.72 -1.07 -0.20
C 2.49 -2.38 -2.13 -0.09
C 1.89 0.29 -0.99 -0.17
N 1.12 1.23 1.07 -0.06
N -1.50 0.98 1.70 -0.18
N 2.74 -3.75 -2.44 -0.33
C 1.63 1.54 -0.25 -0.20
C -3.21 -1.00 1.56 -0.47
C -2.48 2.38 -0.03 -0.64
C -2.42 0.10 2.45 -0.22
C -1.66 2.33 1.22 -0.32
P -0.13 0.12 1.01 0.51
H 4.48 -1.30 -2.30 0.08
H 0.37 -2.74 -1.72 0.12
H 3.95 0.77 -1.44 0.11
H 1.83 0.89 1.68 0.10
H 0.83 2.09 -0.82 0.14
H 2.50 2.14 -0.19 0.12
H -2.51 -1.28 0.72 0.06
H -3.42 -1.89 2.11 0.05
H -2.05 1.90 -0.89 0.08
H -3.37 1.90 0.14 -0.01
H -1.80 -0.38 3.15 0.09
H -3.23 0.60 2.96 0.10
H -2.07 2.78 2.08 0.11
H -0.71 2.82 0.93 0.10
```

Properties
highest occupied orbital energy	-9.698	eV
calculated total energy	-58625.44327	eV
spin multiplicity	1
strongest force on any atom	6.35	eV/Å
energy relative to the best compared isomer or geometry (same formula, charge and spin)	1.486	eV

=====

Formula: C11H14EuN2OP
Source: OMol25
Level of theory: ωB97M-V/def2-TZVPD

The geometry in XYZ format:
```
30
Properties=species:S:1:pos:R:3:mulliken_spin:R:1
C -2.97 -2.44 -2.09 -0.05
C -2.26 -1.81 -3.16 0.02
C -2.52 -0.41 -3.10 0.01
C -3.42 -0.17 -2.03 0.02
C -3.71 -1.42 -1.39 -0.02
Eu -1.13 -1.61 0.64 3.89
P 0.55 -3.95 0.07 0.06
H -3.06 -3.52 -1.91 0.01
H -1.64 -2.32 -3.89 0.00
H -2.08 0.35 -3.75 0.00
H -4.50 -1.60 -0.65 0.01
H -3.86 0.80 -1.76 0.00
H 1.98 -3.80 0.15 0.02
H 0.55 -5.14 -0.73 0.04
H 0.35 -4.58 1.35 0.02
N 3.69 3.16 3.03 0.02
C 2.70 3.50 2.15 -0.02
O 2.49 4.68 1.89 0.07
C 1.91 2.40 1.50 0.24
C 2.11 1.03 1.70 0.65
C 1.27 0.10 1.06 0.39
N 0.22 0.47 0.28 0.31
C 0.09 1.80 0.00 0.51
C 0.89 2.76 0.60 0.57
H 4.18 3.92 3.48 0.00
H 3.86 2.23 3.37 0.00
H 2.90 0.67 2.36 0.06
H 1.45 -0.98 1.17 0.09
H -0.68 2.06 -0.73 0.03
H 0.69 3.81 0.39 0.04
```

Properties
highest occupied orbital energy (alpha / beta)	-1.471 / -4.024	eV
calculated total energy	-45269.33182	eV
charge	-1
spin multiplicity	8
⟨S²⟩	15.77
strongest force on any atom	3.28	eV/Å

=====

Formula: C11H14FNO2
Source: OMol25
Level of theory: ωB97M-V/def2-TZVPD

The geometry in XYZ format:
```
29
Properties=species:S:1:pos:R:3:lowdin_charge:R:1
O -2.44 -2.50 -0.52 0.10
C -1.54 -1.97 0.04 -0.32
C -1.55 -0.66 0.68 -0.13
C -2.92 -0.08 0.74 -0.06
C -3.29 1.13 0.30 -0.09
C -2.38 2.15 -0.13 -0.08
C -1.12 1.78 -0.41 -0.01
C -0.68 0.33 -0.57 -0.37
F -1.09 -0.09 -1.76 0.11
N 0.72 0.06 -0.33 -0.10
C 1.43 -0.94 -1.07 -0.14
C 2.64 -1.49 -0.26 -0.23
O 3.44 -0.57 0.30 -0.10
C 2.70 0.41 0.93 -0.23
C 1.62 1.09 0.09 -0.17
H -0.41 -2.44 0.21 0.16
H -1.02 -0.69 1.63 0.15
H -3.74 -0.79 0.97 0.13
H -4.32 1.40 0.40 0.09
H -2.57 3.24 -0.26 0.12
H -0.42 2.65 -0.78 0.15
H 1.86 -0.48 -1.88 0.09
H 0.66 -1.78 -1.47 0.17
H 2.28 -2.07 0.64 0.13
H 3.10 -2.19 -0.93 0.12
H 3.40 1.14 1.34 0.12
H 2.24 -0.05 1.95 0.16
H 1.12 1.83 0.73 0.13
H 2.25 1.57 -0.61 0.12
```

Properties
highest occupied orbital energy	-8.515	eV
calculated total energy	-19932.27526	eV
spin multiplicity	1
SMILES	O=C[C@@H]1C=CC=C[C@@]1(F)N1CCOCC1
strongest force on any atom	4.64	eV/Å
energy relative to the best compared isomer or geometry (same formula, charge and spin)	4.524	eV